No. 1
Formula: C4H14NO2
Source: the Open Molecules 2025 dataset
Level of theory: ωB97M-V with the def2-TZVPD basis set

Results
* E_LUMO: -3.106 eV
* orbital gap: 0.396 hartree
* net charge: +1

```
21
Properties=species:S:1:pos:R:3:lowdin_charge:R:1
O 0.5104 0.5119 -2.0931 -0.09
C 0.9392 0.2789 -0.7204 -0.15
C -0.3959 0.1996 0.2104 -0.11
N -1.4960 -0.2209 -0.6376 0.03
C -1.5102 -1.8068 -1.0173 -0.12
C -1.2686 -2.7520 0.1926 -0.09
H 0.8799 1.2951 -2.4665 0.09
H 1.5646 1.1701 -0.5198 0.12
H 1.6524 -0.6055 -0.6369 0.14
H -0.3860 1.1686 0.7765 0.15
H -0.2391 -0.6251 0.9004 0.10
H -2.4909 -0.1578 -0.3651 0.18
H -1.4158 0.1934 -1.6421 0.19
H -0.7042 -1.9816 -1.7613 0.12
H -2.4414 -2.1513 -1.5294 0.14
H -1.3796 -3.8065 -0.0942 0.09
H -2.1858 -2.7508 0.8669 0.11
H -0.2423 -2.6399 0.5940 0.08
H 2.6661 2.4653 3.1685 0.03
H 3.4758 3.3823 3.9159 0.02
O 2.6310 3.3722 3.5012 -0.05
```

=====

No. 2
Formula: C36H56BN8O8Pb
Source: the Open Molecules 2025 dataset
Level of theory: ωB97M-V with the def2-TZVPD basis set

Results
* E_LUMO: -2.100 eV
* orbital gap: 0.324 hartree
* net charge: +1

```
110
Properties=species:S:1:pos:R:3:lowdin_charge:R:1
Pb -0.1986 0.3630 -0.7939 1.17
O 8.0517 1.9183 -2.2292 0.15
C 7.1078 1.1818 -2.4391 -0.43
O 5.9142 1.5253 -2.7827 0.23
B 5.1006 0.2930 -3.0370 -0.85
O 5.9636 -0.8180 -2.6070 0.22
C 7.1324 -0.3138 -2.2152 -0.34
O 8.1228 -0.9164 -1.7319 0.11
O 4.6454 0.1917 -4.4349 0.25
C 3.3344 0.0932 -4.4896 -0.31
O 2.6071 -0.0271 -5.5322 0.08
C 2.8290 0.1473 -3.0121 -0.40
O 3.8572 0.2793 -2.2431 0.22
O 1.6730 0.1702 -2.6821 -0.03
C -3.3605 -4.1398 -1.6226 -0.08
C -3.9368 -3.3163 -2.8618 -0.21
C -2.8453 -2.8094 -3.7939 -0.18
C -1.9160 -1.8052 -3.2865 -0.16
N -1.2149 -0.9749 -2.8777 0.10
H -4.1304 -4.1797 -0.8521 0.06
H -2.5465 -3.5468 -1.2058 0.04
H -3.0467 -5.1611 -1.8387 0.07
H -4.4120 -2.4492 -2.4030 0.09
H -4.6757 -3.9037 -3.4068 0.11
H -3.2894 -2.2801 -4.6368 0.13
H -2.2878 -3.6372 -4.2323 0.13
C 1.8635 -1.8485 4.7292 -0.08
C 0.4805 -1.3586 5.2835 -0.22
C -0.6274 -1.6279 4.2244 -0.17
C -0.5188 -0.8688 2.9355 -0.15
N -0.4204 -0.2767 1.9212 0.10
H 2.5932 -1.6291 5.5086 0.07
H 2.1162 -1.3102 3.8157 0.05
H 1.8929 -2.9130 4.4962 0.07
H 0.4506 -0.3183 5.6077 0.11
H 0.1762 -1.8660 6.1990 0.11
H -1.6025 -1.3852 4.6467 0.11
H -0.7112 -2.6838 3.9672 0.11
C 1.5333 -5.1172 1.8598 -0.11
C 1.0011 -5.6284 0.5234 -0.24
C -0.1931 -4.8358 0.0612 -0.19
C -0.0279 -3.4118 -0.1914 -0.15
N 0.1030 -2.2781 -0.4339 0.12
H 2.4443 -5.6297 2.1687 0.08
H 0.8392 -5.2248 2.6934 0.07
H 1.8015 -4.0607 1.8499 0.05
H 0.7618 -6.6914 0.5518 0.12
H 1.8243 -5.5578 -0.1876 0.12
H -0.9671 -4.9619 0.8182 0.13
H -0.6052 -5.3259 -0.8209 0.12
C -1.8449 5.4911 -0.5420 -0.10
C -2.2450 5.6443 -2.0256 -0.23
C -2.8581 4.3703 -2.6088 -0.18
C -2.0145 3.1677 -2.5168 -0.15
N -1.3782 2.2097 -2.3719 0.10
H -1.6004 6.4456 -0.0760 0.08
H -0.9607 4.8546 -0.5769 0.06
H -2.6575 5.1739 0.1116 0.06
H -1.3920 5.9123 -2.6490 0.11
H -3.0436 6.3806 -2.1157 0.11
H -3.1464 4.5412 -3.6460 0.12
H -3.8235 4.2119 -2.1281 0.12
C 2.4122 3.6982 -4.6567 -0.08
C 2.6179 4.7350 -3.5335 -0.22
C 3.1379 4.1480 -2.1781 -0.14
C 2.1560 3.2662 -1.5026 -0.15
N 1.3678 2.6112 -0.9653 0.11
H 1.8207 2.8273 -4.3744 0.07
H 3.3686 3.3969 -5.0840 0.08
H 1.8768 4.2065 -5.4586 0.07
H 1.7002 5.2790 -3.3099 0.09
H 3.2777 5.5378 -3.8626 0.11
H 3.4294 4.9660 -1.5193 0.12
H 4.0479 3.5497 -2.2234 0.11
C -6.6633 -1.4759 2.8503 -0.08
C -5.3452 -0.8765 2.3125 -0.26
C -5.0792 -1.2079 0.8386 -0.18
C -3.8390 -0.6907 0.2146 -0.15
N -2.8502 -0.2790 -0.2558 0.11
H -7.5050 -1.0213 2.3277 0.08
H -6.7552 -1.3703 3.9313 0.08
H -6.6918 -2.5297 2.5733 0.07
H -4.4550 -1.2075 2.8475 0.10
H -5.3561 0.2071 2.4297 0.08
H -5.9471 -0.9716 0.2230 0.13
H -4.9508 -2.2838 0.7197 0.11
C -3.6117 1.8906 3.7603 -0.10
C -3.5044 3.2958 3.1587 -0.24
C -2.1049 3.6939 2.7622 -0.18
C -1.5914 3.0326 1.6055 -0.19
N -1.2087 2.4585 0.6641 0.11
H -3.1023 1.7771 4.7172 0.08
H -3.1637 1.1587 3.0882 0.05
H -4.6643 1.6811 3.9505 0.07
H -3.9212 4.0309 3.8472 0.12
H -4.1835 3.2880 2.3061 0.11
H -1.4008 3.4726 3.5643 0.14
H -2.0660 4.7608 2.5425 0.12
C 4.4595 -2.7752 0.9806 -0.08
C 4.9552 -1.5154 1.7566 -0.22
C 4.6808 -0.1779 1.0488 -0.13
C 3.2583 -0.1133 0.6789 -0.14
N 2.1200 -0.0002 0.3752 0.09
H 4.5852 -3.6987 1.5457 0.07
H 4.9657 -2.9456 0.0304 0.08
H 3.3950 -2.7150 0.7542 0.04
H 6.0002 -1.6968 2.0080 0.11
H 4.5127 -1.4385 2.7498 0.09
H 5.2416 -0.0460 0.1235 0.12
H 4.8511 0.5897 1.8037 0.13
```

=====

No. 3
Formula: C4H5N3O
Source: the Open Molecules 2025 dataset
Level of theory: ωB97M-V with the def2-TZVPD basis set

Results
* E_LUMO: 0.331 eV
* orbital gap: 0.325 hartree

```
13
Properties=species:S:1:pos:R:3:lowdin_charge:R:1
C 0.5099 1.1964 -0.2970 -0.06
C -0.7588 0.7013 -0.4052 -0.26
C -2.2760 -0.5574 0.0769 -0.04
C -0.7041 -0.6666 -0.5934 -0.20
H 3.3603 -0.1930 -0.3207 0.10
H 2.2881 -0.7624 1.1471 0.19
H 0.9180 2.2111 -0.2999 0.14
H -2.2067 -0.8397 1.4141 0.18
H -3.2433 -1.3411 -0.3949 0.17
N 2.5145 0.1178 0.3078 0.03
N 1.2302 0.1358 -0.4117 -0.24
N 0.4887 -1.0096 -0.3295 0.09
O -2.1208 1.0074 0.1064 -0.10
```

=====

No. 4
Formula: C4H9N4O3S
Source: the Open Molecules 2025 dataset
Level of theory: ωB97M-V with the def2-TZVPD basis set

Results
* E_LUMO (spin up / spin down): -3.850 / -3.850 eV
* orbital gap (spin up / spin down): 0.333 / 0.333 hartree
* SMILES: NC#C/C=N\[C@@H]([NH3+])NS(=O)(=O)O
* net charge: +1

```
21
Properties=species:S:1:pos:R:3:lowdin_charge:R:1
C -1.3641 -0.3512 0.5691 -0.02
C -0.7176 0.7450 1.0495 -0.11
C -1.7897 -1.3738 0.0698 -0.10
C 0.6207 1.0808 -0.9352 -0.42
N 0.1629 1.4438 0.3114 0.05
N 0.7593 -0.3478 -1.0371 -0.07
N -2.4656 -2.4346 -0.3387 0.15
N 1.9048 1.7690 -0.9672 0.25
O 1.7861 -2.4410 -0.4458 -0.18
O 3.0201 -0.3762 -0.0957 -0.22
O 1.2171 -0.7830 1.3611 -0.13
S 1.8089 -1.1118 -0.0424 0.53
H 0.0440 -0.7521 -1.6279 0.13
H -1.0437 1.1130 2.0570 0.16
H -0.0408 1.4213 -1.7727 0.19
H -3.1961 -2.6702 0.2575 0.10
H 2.3766 1.2382 -0.2580 0.10
H -2.5507 -2.5198 -1.3472 0.13
H 1.8754 2.5786 -0.4220 0.15
H 0.7148 -1.6114 1.5671 0.14
H 2.3754 1.9260 -1.8397 0.18
```

=====

No. 5
Formula: C5H14
Source: the Open Molecules 2025 dataset
Level of theory: ωB97M-V with the def2-TZVPD basis set

Results
* spin multiplicity: 2
* <S²>: 0.750
* E_LUMO (spin up / spin down): 4.180 / 4.163 eV
* orbital gap (spin up / spin down): 0.095 / 0.427 hartree
* net charge: -1

```
19
Properties=species:S:1:pos:R:3:lowdin_charge:R:1
C 1.0803 -1.9191 0.8062 -0.26
C 1.4211 -0.5385 1.6664 -0.41
H 1.9385 -2.6650 0.9197 0.03
H 0.2187 -2.4227 1.1992 -0.01
H 0.9388 -1.5319 -0.2882 0.05
H 1.9927 0.1660 1.0923 0.00
H 1.9108 -0.6959 2.7083 0.03
H 0.5254 -0.1137 1.8982 -0.06
C -1.1928 1.1461 -1.4430 -0.36
C 0.2800 0.9441 -1.1787 -0.22
C -2.0067 0.6314 -0.2602 -0.21
H -1.2856 2.1983 -1.7960 0.09
H -1.4442 0.5731 -2.3864 0.09
H 0.3873 0.3578 -0.1334 0.05
H -1.3121 0.4497 0.6239 0.05
H 0.7700 1.9307 -1.2220 0.05
H 0.9028 0.3507 -1.7701 0.02
H -2.6478 1.4326 0.1007 0.04
H -2.4772 -0.2939 -0.5370 0.04
```

=====

No. 6
Formula: C21H15BBr2F4N4O6Ti
Source: the Open Molecules 2025 dataset
Level of theory: ωB97M-V with the def2-TZVPD basis set

Results
* spin multiplicity: 2
* <S²>: 0.754
* E_LUMO (spin up / spin down): 2.305 / 2.304 eV
* orbital gap (spin up / spin down): 0.269 / 0.293 hartree
* net charge: -1

```
54
Properties=species:S:1:pos:R:3:lowdin_charge:R:1
Ti 0.5152 1.2495 -0.4635 1.15
O -0.5869 -0.3453 -0.5290 -0.18
C -1.4964 -0.7835 -1.3667 -0.32
C -2.6337 -1.4350 -0.8573 0.01
C -3.6030 -1.9202 -1.7082 -0.09
C -3.4729 -1.7782 -3.0899 -0.11
C -2.3561 -1.1479 -3.5998 -0.05
C -1.3539 -0.6498 -2.7624 -0.08
C -0.1519 -0.0262 -3.3093 -0.26
N 0.7714 0.6430 -2.6431 0.05
C 1.7240 1.0417 -3.5491 -0.11
C 1.3837 0.5978 -4.7840 -0.09
N 0.1925 -0.0769 -4.6202 0.11
H -2.7065 -1.5269 0.2182 0.12
H -4.4768 -2.4095 -1.2947 0.10
H -4.2385 -2.1495 -3.7582 0.09
H -2.2749 -1.0281 -4.6749 0.10
H 2.5900 1.5932 -3.2255 0.12
H 1.8620 0.6773 -5.7429 0.10
H -0.3075 -0.5749 -5.3322 0.14
O 3.0194 -5.5170 1.4358 0.06
C 2.6484 -4.3307 0.8767 -0.32
C 2.0176 -3.3271 1.6062 0.01
C 1.6827 -2.1570 0.9525 -0.09
N 1.9438 -1.9490 -0.3414 0.06
C 2.5226 -2.9162 -0.9913 -0.72
Br 2.8484 -2.6100 -2.8646 0.70
C 2.9116 -4.1408 -0.4697 -0.06
H 2.7826 -5.5029 2.3691 0.10
H 1.7914 -3.4469 2.6582 0.12
H 1.1744 -1.3564 1.4804 0.10
H 3.3892 -4.8962 -1.0732 0.10
O 0.7131 3.1325 -1.1895 -0.19
N -0.5211 3.3183 -1.3661 -0.13
O -1.1310 2.3069 -0.9697 -0.16
F 3.1469 2.7804 0.9991 0.13
B 3.5890 1.5230 0.6459 -1.19
F 2.5965 1.0335 -0.4318 -0.06
F 3.5146 0.6048 1.6613 0.16
F 4.8084 1.5415 0.0046 0.14
Br 0.1783 4.3615 2.2185 0.85
C -1.1330 3.4398 3.2258 -0.58
C -1.9655 4.2481 3.9968 -0.15
C -2.9364 3.6908 4.8071 -0.10
C -3.0792 2.3110 4.8619 -0.09
C -2.2510 1.5171 4.0926 -0.03
C -1.2697 2.0523 3.2538 -0.13
C -0.4735 1.0304 2.4457 -0.57
O -0.5945 -0.1557 2.7234 0.04
O 0.2727 1.5057 1.5208 -0.18
H -1.8379 5.3209 3.9548 0.08
H -3.5748 4.3378 5.3962 0.10
H -3.8304 1.8593 5.4970 0.10
H -2.3337 0.4391 4.1059 0.11
```

=====

Number 1: maximum force 0.09041 hartree/bohr. Number 2: maximum force 0.10992 hartree/bohr. Number 3: maximum force 0.12863 hartree/bohr. Number 4: maximum force 0.10683 hartree/bohr. Number 5: maximum force 0.08170 hartree/bohr. Number 6: maximum force 0.04798 hartree/bohr.